Here is a 2-piece molecular cluster, C2H9N2 overall at a distorted geometry from the OMol25 dataset. Energies are from wB97M-V/def2-TZVPD.

Calculated values
energy: -5187.269 eV
charge: +1
energy relative to the best compared isomer or geometry (same formula, charge and spin): 154.16 kcal/mol
frontier orbital gap: 3.71 eV

The geometry in XYZ format:
```
13
Properties=species:S:1:pos:R:3:forces:R:3:mulliken_charge:R:1
N -1.972 -2.613 -1.371 -1.1966 -0.9637 -0.4486 -0.43
C 1.244 2.107 0.496 0.8277 0.2714 -2.1264 -1.09
C 0.596 0.882 1.058 2.8347 -3.1497 0.1200 -0.07
N 0.357 0.047 -0.109 -0.2584 1.4969 1.8709 -0.12
H 1.350 3.056 1.060 -0.0302 -1.0564 0.0605 0.34
H -2.870 -3.012 -1.068 1.0139 0.5994 -0.1828 0.24
H -1.448 -2.036 -0.758 0.1702 0.0204 0.1058 0.15
H 0.690 2.277 -0.407 -0.6260 1.0414 -0.5559 0.38
H 2.158 1.691 -0.014 -0.1594 1.0757 1.2498 0.32
H -0.373 0.998 1.534 -1.1422 0.2743 0.1791 0.38
H 1.284 0.400 1.878 -1.5258 0.2963 -1.2899 0.33
H -1.661 -2.865 -2.303 0.0455 0.3687 0.5668 0.23
H 0.645 -0.933 0.003 0.0466 -0.2747 0.4506 0.34
```
Forces are in eV/Å.